1.
Density functional theory data (ωB97M-V with the def2-TZVPD basis set) for 12 unconnected molecules or ions with the total composition C46H72O22.

* SMILES: O=C1CCCO1.O=C1CCCO1.O=C1CCCO1.O=C1CCCO1.O=C1CCCO1.O=C1CCCO1.O=C1CCCO1.O=C1CCCO1.O=C1CCCO1.O=C1CCCO1.CC(C)=O.CC(C)=O
* gap between HOMO and LUMO: 9.20 eV

Last column: Löwdin charge in e.
Positions of all 140 atoms, in Å:
O -12.87954 2.63131 -28.53506  0.101
C -12.72188 2.56865 -29.71702  -0.490
C -13.56825 3.14830 -30.83184  -0.057
C -13.16730 2.31900 -32.05254  -0.130
C -11.73691 1.88363 -31.70500  -0.102
O -11.69648 1.88538 -30.24521  0.027
H -14.63106 3.09793 -30.60739  0.096
H -13.34383 4.20990 -30.95936  0.100
H -13.82985 1.48823 -32.23162  0.101
H -13.12919 2.92894 -32.95764  0.098
H -11.56276 0.86526 -32.04333  0.112
H -10.96754 2.56263 -32.06107  0.109
O -8.93395 6.87433 -31.46936  0.114
C -9.81129 6.85252 -30.65279  -0.477
C -10.06949 7.79906 -29.50828  -0.064
C -11.15323 7.12574 -28.65251  -0.120
C -11.62000 5.94146 -29.51596  -0.134
O -10.71596 5.84144 -30.63255  0.003
H -9.13318 7.98575 -28.98624  0.125
H -10.39828 8.77038 -29.88204  0.129
H -10.73272 6.79943 -27.70390  0.112
H -11.99820 7.77894 -28.44598  0.107
H -11.51748 5.01867 -28.94080  0.118
H -12.63608 6.01296 -29.88371  0.089
O -12.09170 -3.99992 -31.69901  0.135
C -13.10261 -3.45129 -31.43442  -0.513
C -13.71183 -2.25650 -32.14831  -0.055
C -14.77352 -1.76132 -31.15182  -0.147
C -15.06058 -3.01041 -30.31006  -0.147
O -13.90256 -3.84628 -30.42291  0.026
H -12.96468 -1.53155 -32.44361  0.116
H -14.23045 -2.68454 -33.01101  0.134
H -14.39768 -0.94046 -30.54888  0.098
H -15.67292 -1.43517 -31.67350  0.112
H -15.21014 -2.71861 -29.26806  0.113
H -15.93618 -3.58478 -30.61267  0.126
O -16.47055 4.12879 -29.42172  0.131
C -17.42773 3.55856 -29.83421  -0.494
C -18.82081 3.42866 -29.29174  -0.073
C -19.62429 3.39385 -30.59021  -0.144
C -18.70510 2.56742 -31.47201  -0.149
O -17.37639 2.92066 -31.04854  -0.011
H -18.90757 2.48423 -28.74584  0.127
H -19.04305 4.20252 -28.56438  0.133
H -20.62324 2.97591 -30.46346  0.120
H -19.79853 4.41336 -30.94172  0.116
H -18.82734 1.49154 -31.34449  0.127
H -18.85824 2.81029 -32.52321  0.126
O -10.19566 3.31012 -34.25946  0.102
C -10.89515 4.24778 -34.51429  -0.462
C -11.45990 5.29336 -33.58563  -0.065
C -12.51154 5.97526 -34.42290  -0.140
C -11.96115 5.76758 -35.84504  -0.152
O -11.19635 4.56646 -35.79258  0.039
H -11.77720 4.89517 -32.63008  0.097
H -10.62882 5.97271 -33.36754  0.134
H -13.49874 5.51774 -34.40282  0.092
H -12.60364 7.04508 -34.24819  0.122
H -12.73957 5.68315 -36.59745  0.123
H -11.33662 6.62536 -36.11297  0.127
O -8.90866 -3.63583 -26.87333  0.132
C -9.56653 -2.92967 -27.56311  -0.503
C -10.98148 -3.13368 -28.05032  -0.070
C -11.41978 -1.73100 -28.46583  -0.135
C -10.09265 -1.06663 -28.85113  -0.121
O -9.09661 -1.76508 -28.06438  0.024
H -10.96808 -3.84243 -28.88455  0.122
H -11.61824 -3.59184 -27.29694  0.125
H -12.13710 -1.76143 -29.28976  0.096
H -11.91405 -1.20554 -27.64824  0.110
H -9.89931 -1.22155 -29.91517  0.100
H -10.04013 -0.00442 -28.64653  0.122
O -9.48125 -1.15253 -32.32900  0.104
C -9.06409 -2.24133 -32.57390  -0.498
C -8.42451 -3.25480 -31.64535  -0.068
C -7.69049 -4.18581 -32.60425  -0.131
C -8.61678 -4.12325 -33.81154  -0.131
O -9.09429 -2.75405 -33.82402  0.007
H -7.82114 -2.79599 -30.86651  0.131
H -9.28057 -3.73284 -31.14644  0.125
H -6.71610 -3.76411 -32.84956  0.122
H -7.58600 -5.19673 -32.21652  0.119
H -8.11654 -4.34928 -34.74856  0.125
H -9.49296 -4.76661 -33.69391  0.127
O -14.24315 7.75858 -30.24706  0.135
C -14.98878 7.14214 -30.93314  -0.489
C -16.49724 7.17739 -30.93113  -0.061
C -16.85914 6.52166 -32.25453  -0.133
C -15.66971 5.60966 -32.49391  -0.146
O -14.55440 6.26004 -31.85572  0.012
H -16.80528 6.57141 -30.07630  0.120
H -16.86557 8.18916 -30.79856  0.129
H -17.82728 6.02031 -32.22066  0.109
H -16.92448 7.24027 -33.07443  0.120
H -15.80449 4.61680 -32.06186  0.102
H -15.42871 5.46713 -33.54394  0.112
O -4.92567 -0.76346 -32.59018  0.119
C -5.85494 -0.19735 -33.07175  -0.497
C -6.46552 1.12380 -32.66493  -0.064
C -7.67050 1.27770 -33.55304  -0.147
C -7.58142 0.10590 -34.56383  -0.144
O -6.54118 -0.75720 -34.08816  0.022
H -6.77021 0.97541 -31.62530  0.131
H -5.75781 1.94487 -32.67855  0.127
H -8.64466 1.34978 -33.08931  0.090
H -7.55627 2.12872 -34.22671  0.107
H -8.51002 -0.42874 -34.70319  0.087
H -7.29656 0.51736 -35.53422  0.121
O -17.68772 2.75567 -26.38802  0.118
C -17.01096 1.78564 -26.53314  -0.495
C -15.82865 1.56507 -27.45107  -0.065
C -15.13585 0.30235 -26.91496  -0.125
C -16.09034 -0.22290 -25.82208  -0.139
O -17.16998 0.71827 -25.71171  0.016
H -16.18936 1.42132 -28.47058  0.119
H -15.18149 2.43747 -27.41940  0.107
H -15.07577 -0.45619 -27.69561  0.093
H -14.12804 0.50826 -26.56724  0.097
H -16.48152 -1.20857 -26.06915  0.118
H -15.63045 -0.27956 -24.83506  0.119
C -15.20091 3.33739 -23.90172  -0.009
C -13.74298 3.70862 -24.00253  -0.493
C -12.89218 2.97990 -25.01229  -0.014
O -13.25124 4.46696 -23.19937  0.067
H -15.39177 2.27807 -24.10177  0.069
H -15.73606 3.85809 -24.70759  0.090
H -15.63026 3.60080 -22.94318  0.086
H -11.85231 3.27554 -24.91621  0.084
H -13.19634 3.15754 -26.04840  0.063
H -13.00607 1.91141 -24.80521  0.082
C -11.34268 0.51194 -35.65984  -0.004
C -12.83846 0.45137 -35.70699  -0.501
C -13.46082 -0.54804 -36.64820  -0.022
O -13.52694 1.20696 -35.06067  0.057
H -10.95026 -0.45265 -35.33537  0.084
H -11.07307 1.30445 -34.96924  0.058
H -11.00319 0.72968 -36.67492  0.103
H -13.74530 -0.06144 -37.58177  0.089
H -14.34782 -0.98172 -36.18793  0.079
H -12.76918 -1.35578 -36.89157  0.078


2.
Density functional theory data (ωB97M-V with the def2-TZVPD basis set) for a molecular structure, C46H73Br3F9N2O23P6S.

* gap between HOMO and LUMO: 5.92 eV
* net charge: +1

Last column: Löwdin charge in e.
Positions of all 163 atoms, in Å:
C -6.47101 -2.84645 -1.16648  0.097
C -5.23828 -2.37006 -1.32985  -0.155
C -3.85908 -1.52355 -1.65189  -0.123
C -2.99343 -2.68570 -0.85353  -0.106
C -2.93218 -4.17179 -1.43842  -0.627
O -2.01231 -4.63388 -2.20936  -0.059
Br -4.22599 -5.65134 -0.93969  0.656
C -3.50547 -1.30886 -3.28130  -0.144
C -3.39971 -2.63350 -4.13224  -0.484
Br -5.08739 -3.82734 -4.12403  0.830
C -2.54093 -3.30325 -5.02628  -0.681
C -2.81222 -4.74741 -5.76083  -0.182
Br -0.89116 -2.53454 -5.60225  0.950
C -4.81024 -0.88977 -4.23475  -0.176
C -6.26897 -0.60489 -3.81107  -0.058
C -7.44454 -0.28903 -4.83112  0.002
C -7.01498 -0.30407 -6.34098  -0.103
N -5.70710 -0.60788 -6.80284  0.024
C -4.67967 -0.88538 -5.85013  -0.059
C -2.42072 -0.06707 -3.00784  -0.116
C -2.30385 0.80472 -4.36360  -0.154
O -1.83247 0.28442 -5.61532  -0.299
O -1.06134 1.16828 -6.27515  -0.009
C -0.92416 -0.56030 -2.76396  -0.197
F -0.75902 -2.02864 -2.70948  -0.043
F 0.05152 -0.16374 -3.81451  -0.047
C 0.10595 -0.24206 -1.60092  -0.049
C 0.55793 -1.23604 -0.42181  0.016
C 1.63844 -0.90021 0.66769  -0.016
C 2.40444 0.46366 0.64417  0.032
C 2.08414 1.45843 -0.52139  -0.047
C 2.92328 2.83017 -0.60285  -0.311
F 4.23103 2.54490 -0.02621  0.039
F 2.28275 3.95398 -0.00022  0.075
F 3.20108 3.03939 -2.02161  0.031
C 0.99979 1.09758 -1.56672  0.048
N -3.11780 0.82564 -1.90568  -0.154
C -2.09773 1.84964 -1.38719  -0.233
C -1.57716 3.06737 -1.96874  -0.002
P -4.18043 2.20125 -2.52388  0.484
S -4.68972 3.60507 -1.29579  0.355
C -3.81608 -0.06288 -0.81595  -0.106
C -2.92797 -0.11538 0.57390  -0.136
C -3.31975 -0.88957 1.86962  -0.165
C -2.00146 -1.38986 2.71511  -0.096
F -1.09796 -0.24022 2.77612  -0.122
C -5.17759 0.43444 -0.13768  -0.309
F -5.03723 1.47406 0.88623  0.006
F -5.89227 -0.53140 0.70237  0.038
F -6.29252 0.87351 -0.90125  0.019
H -7.25360 -3.65943 -0.89125  0.097
H -3.54196 -2.91160 0.15521  0.120
H -1.94157 -2.38384 -0.56481  0.088
H -3.71220 -4.68260 -6.49867  0.086
H -1.91585 -5.10333 -6.37379  0.068
H -2.98222 -5.56706 -4.94728  0.083
H -6.56516 -0.63794 -2.71992  0.062
H -8.51338 -0.07803 -4.43864  0.107
H -7.84824 -0.05420 -7.11480  0.117
H -3.67824 -1.16857 -6.37769  0.122
H -1.65472 1.77281 -4.25974  0.136
H -3.31978 1.20618 -4.79017  0.128
H -0.49313 0.61179 -6.88144  0.151
H 0.10134 -2.28282 -0.34106  0.095
H 1.90339 -1.65790 1.50819  0.118
H 3.19416 0.71997 1.44725  0.126
H 0.81984 1.86819 -2.42214  0.107
H -1.38954 1.66612 -0.47475  0.161
H -0.84360 3.17363 -2.84540  0.098
H -1.84889 4.06324 -1.42233  0.108
H -3.64503 2.95653 -3.61256  0.036
H -5.43009 1.73426 -3.06718  0.015
H -1.87541 -0.43680 0.22270  0.096
H -2.70182 0.95170 0.99967  0.146
H -4.04106 -1.77931 1.84005  0.116
H -3.83609 -0.16141 2.62825  0.144
H -2.39965 -1.51873 3.80419  0.135
H -1.52676 -2.34287 2.28754  0.125
C -0.34930 5.83165 5.75289  -0.088
O -0.05021 4.74084 6.61066  -0.268
P -0.51919 3.28049 6.14472  0.406
O -1.97616 3.12749 5.91598  -0.239
O 0.09445 2.32118 7.27238  -0.207
C -0.32360 2.54910 8.61037  -0.093
O 0.40711 2.99032 4.87026  -0.207
C 0.47876 1.64712 4.41730  -0.114
H -0.83631 6.61417 6.33777  0.098
H 0.58357 6.22392 5.34291  0.097
H -1.00865 5.53992 4.93196  0.087
H -1.34011 2.94894 8.65018  0.096
H 0.36379 3.25076 9.08496  0.064
H -0.29505 1.60277 9.15236  0.096
H -0.44853 1.10665 4.61880  0.074
H 1.31085 1.14508 4.91678  0.095
H 0.66090 1.64767 3.34133  0.075
C -6.21688 0.11998 6.77124  -0.098
O -6.70416 -1.06947 6.16780  -0.215
P -5.81801 -2.39413 6.31531  0.395
O -4.43964 -2.29575 5.77564  -0.252
O -6.73419 -3.52095 5.63758  -0.210
C -7.08701 -3.33039 4.27708  -0.105
O -5.91746 -2.72891 7.87757  -0.207
C -5.51664 -4.02792 8.28781  -0.102
H -6.23328 0.92115 6.03017  0.092
H -6.87440 0.38981 7.59986  0.094
H -5.19672 0.00323 7.14474  0.088
H -6.31418 -2.77812 3.73587  0.075
H -8.03083 -2.78331 4.22621  0.093
H -7.21683 -4.30713 3.80845  0.092
H -4.73414 -4.42955 7.63923  0.089
H -6.38356 -4.69220 8.26956  0.092
H -5.13566 -3.97212 9.30854  0.093
C 5.14998 -5.17438 -6.08575  -0.098
O 4.24992 -4.07797 -6.03468  -0.212
P 4.73299 -2.75545 -5.27252  0.400
O 5.09735 -2.94431 -3.84817  -0.235
O 3.53294 -1.72576 -5.53591  -0.208
C 2.24816 -2.10461 -5.06922  -0.160
O 5.90711 -2.20099 -6.21089  -0.239
C 6.32604 -0.86085 -5.99693  -0.096
H 4.62761 -6.07252 -5.75148  0.093
H 5.47454 -5.31643 -7.11851  0.095
H 6.02589 -5.01683 -5.45169  0.083
H 2.31506 -2.73681 -4.17983  0.099
H 1.72568 -2.64335 -5.86225  0.027
H 1.68593 -1.20482 -4.82081  0.056
H 6.20408 -0.56479 -4.95206  0.094
H 5.73997 -0.19662 -6.63607  0.093
H 7.37920 -0.77395 -6.26859  0.087
C 1.67423 5.47899 8.63738  -0.110
O 1.83595 6.20567 9.84621  -0.204
P 2.53475 7.64381 9.75973  0.395
O 3.90336 7.64812 9.19043  -0.236
O 2.42092 8.19355 11.26048  -0.215
C 3.04077 7.42131 12.27697  -0.105
O 1.45977 8.52509 8.96237  -0.217
C 1.62150 9.93475 9.00406  -0.107
H 2.06947 4.47111 8.77908  0.094
H 0.61295 5.41362 8.40619  0.071
H 2.19681 5.95056 7.80139  0.095
H 3.91500 6.88644 11.89726  0.090
H 2.31721 6.70530 12.67268  0.090
H 3.35642 8.08822 13.08053  0.092
H 2.67363 10.21489 9.09742  0.091
H 1.05999 10.33438 9.85158  0.091
H 1.22234 10.36178 8.08275  0.090
C 11.46484 -3.57357 -10.09181  -0.104
O 11.84102 -4.01290 -8.79623  -0.214
P 11.22571 -3.23393 -7.53970  0.394
O 11.52061 -1.78195 -7.48982  -0.239
O 11.76331 -4.08009 -6.28970  -0.216
C 13.17089 -4.18755 -6.14348  -0.105
O 9.67026 -3.61356 -7.59966  -0.208
C 8.89743 -3.35562 -6.43732  -0.104
H 12.36752 -3.42306 -10.68667  0.092
H 10.85436 -4.34658 -10.56290  0.091
H 10.90047 -2.63844 -10.06082  0.087
H 13.68343 -3.30675 -6.53843  0.090
H 13.51751 -5.07929 -6.67015  0.091
H 13.40657 -4.28727 -5.08296  0.091
H 9.28315 -2.49684 -5.88189  0.092
H 8.90895 -4.24066 -5.79665  0.095
H 7.86851 -3.14987 -6.73708  0.067


Which of these has the lowest gap between HOMO and LUMO?
C46H73Br3F9N2O23P6S